Record 1
Here is a molecular structure, C24H47Br2N3O6Si2 from the Open Molecules 2025 dataset. Energies are from ωB97M-V/def2-TZVPD.

Output
LUMO energy = 0.43 eV
HOMO = -8.6 eV
total energy = -198244.588 eV
spin multiplicity = 1

Geometry as XYZ:
```
84
Properties=species:S:1:pos:R:3:forces:R:3:lowdin_charge:R:1
Br -3.2494 -2.3724 0.1225 0.1 -0.1 0.0 0.7203
Br -2.5510 -1.9394 4.6297 0.0 -0.2 0.0 0.7560
Si -1.6300 -4.1221 2.3495 -0.2 0.0 -0.3 0.4157
Si 0.7123 -5.2071 1.1704 0.0 -0.3 -0.3 0.5167
O -0.8846 -4.7333 0.9968 0.3 0.2 0.5 -0.4444
O 3.9419 0.7037 0.0609 -0.1 0.1 0.0 -0.1729
O 0.4809 3.3987 -1.2651 0.1 0.1 -0.2 -0.1998
O 3.2416 -3.4867 -0.7427 0.5 0.4 0.6 0.1054
O -3.3518 6.5798 1.1574 0.1 -0.1 -0.1 -0.1920
O -3.3680 2.6335 3.5534 -0.1 0.2 -0.1 -0.2004
N -5.0491 4.1236 1.3280 0.0 0.1 0.2 -0.0474
N 1.7402 0.8888 -2.1861 0.0 0.0 0.1 -0.0468
N 3.3087 -4.1332 -2.9681 0.5 0.1 0.1 0.0969
C -4.7626 6.5481 1.0080 -0.1 0.2 0.1 -0.2202
C 5.2828 -5.3162 -1.9663 0.0 -0.2 0.0 -0.0281
C -2.4910 3.7321 3.3645 0.1 -0.2 0.0 -0.0877
C 1.3473 -5.7828 -0.4861 -0.4 0.4 -0.2 -0.2673
C -5.3785 5.4487 1.8445 0.2 -0.2 0.0 -0.2152
C -3.8096 -0.4487 2.5539 -0.2 -0.3 0.5 -0.1802
C 7.0450 -6.0790 -3.4448 -0.3 0.2 0.1 -0.0979
C -2.6322 6.1946 0.0050 0.0 0.0 0.1 -0.1131
C 2.7139 -4.0374 -1.6603 -0.5 -0.2 -0.4 -0.4682
C 6.3354 -5.5873 -4.5319 -0.4 0.2 0.4 -0.0881
C 4.5787 -4.8063 -3.0476 0.1 -0.1 -0.5 -0.2398
C 0.4410 1.0005 -1.5391 0.2 0.0 0.0 -0.2151
C -2.6599 -2.6135 1.9154 0.2 -0.2 0.2 -0.8295
C -0.2109 2.3195 -1.8798 -0.3 -0.1 0.2 -0.2193
C 3.3906 1.9481 0.4451 0.2 0.0 0.0 -0.1020
C 3.0082 -0.3006 -0.2969 0.0 -0.1 0.1 -0.2199
C 1.1768 4.2326 -2.1710 0.0 0.0 0.1 -0.1155
C -4.7520 2.9450 3.5857 -0.1 -0.1 0.2 -0.2241
C 1.3490 -4.6408 -1.5305 -0.1 -0.1 -0.1 -0.1629
C -3.0224 -1.6937 2.8010 0.0 0.3 -0.2 -0.8318
C 6.5037 -5.9506 -2.1692 0.2 0.0 -0.5 -0.0783
C -5.4251 3.0305 2.2188 0.1 -0.1 -0.2 -0.1986
C 5.1117 -4.9652 -4.3296 0.1 0.0 0.1 -0.0372
C 2.5509 -0.2422 -1.7493 0.1 0.1 -0.2 -0.1987
H -1.5490 3.4864 3.8548 0.0 0.0 0.0 0.0888
H -4.8425 -0.7343 2.3747 -0.2 0.0 -0.3 0.0907
H -3.7991 0.1736 3.4353 0.1 0.3 0.1 0.0318
H 7.0685 -6.3377 -1.3374 -0.1 0.0 0.3 0.1003
H 3.4492 -0.2482 -2.3738 0.0 -0.1 0.0 0.1218
H 2.4221 1.8285 0.9378 0.0 0.0 0.0 0.0879
H 1.5143 -4.0632 1.6385 0.0 0.0 0.1 -0.0038
H 4.5511 -4.5982 -5.1741 -0.1 0.1 -0.1 0.1075
H -5.0296 5.5918 2.8762 -0.1 0.1 0.0 0.1063
H 0.6726 -6.5518 -0.8480 -0.1 -0.3 0.0 0.0755
H 4.0842 2.4125 1.1466 0.0 0.0 0.0 0.0870
H 3.5246 -1.2482 -0.1639 0.1 0.0 0.0 0.0992
H -5.2128 2.0963 1.6922 0.0 0.0 0.0 0.1087
H 3.2829 2.6249 -0.4082 -0.1 0.0 0.0 0.0712
H -5.1460 7.5088 1.3635 0.0 0.0 0.0 0.1218
H -0.2691 2.4567 -2.9633 0.1 0.0 0.0 0.1227
H -6.5089 3.0690 2.3671 0.0 0.0 0.1 0.1202
H 0.5090 0.9365 -0.4446 -0.1 0.0 0.0 0.1087
H -5.2216 2.1163 4.1236 0.0 0.0 0.0 0.1177
H -4.9257 3.8431 4.1899 0.1 0.1 -0.1 0.1118
H 6.7041 -5.6855 -5.5375 0.2 0.0 -0.2 0.0985
H 1.5293 5.0969 -1.6121 0.0 0.0 0.0 0.0876
H 0.5218 4.5781 -2.9760 0.0 0.0 0.0 0.0874
H 2.2618 1.7388 -2.0189 0.0 0.0 0.0 0.0682
H -1.5834 6.4108 0.1922 0.0 0.0 0.0 0.0883
H 4.8979 -5.2251 -0.9658 0.0 0.1 0.2 0.0992
H 1.0078 -4.9737 -2.5005 0.0 -0.2 -0.2 0.1098
H -5.0434 6.4423 -0.0436 0.0 -0.1 0.0 0.1220
H -0.5721 -3.7237 3.2930 0.1 0.0 0.0 -0.0297
H -2.7325 5.1243 -0.2045 0.0 0.0 -0.1 0.0764
H 3.4551 -3.1755 -3.2810 -0.1 0.0 -0.1 0.1352
H -1.2318 2.3186 -1.4863 0.0 0.0 0.0 0.1185
H -2.8881 4.6493 3.8051 0.0 0.0 0.0 0.0890
H -2.5118 -5.1335 2.9590 0.0 0.0 0.0 -0.0070
H -0.2019 0.1844 -1.8825 0.0 0.0 0.0 0.1231
H -4.0549 4.0729 1.1497 0.0 0.0 0.0 0.0714
H 0.6732 -3.8391 -1.2363 -0.1 0.2 0.1 0.1083
H 0.7367 -6.3353 2.1318 0.1 0.1 0.1 -0.0150
H -2.2760 3.8986 2.3056 0.0 0.1 0.0 0.0748
H 7.9995 -6.5480 -3.6092 0.2 -0.1 0.1 0.0958
H -2.9567 6.7618 -0.8724 0.0 0.0 0.0 0.0883
H 2.3419 -6.2125 -0.4191 0.1 -0.2 0.2 0.0738
H 1.9996 -1.1625 -1.9724 0.0 0.0 0.0 0.1052
H 2.0444 3.7279 -2.6095 0.0 0.0 -0.1 0.0791
H -6.4660 5.5671 1.8367 0.0 0.0 0.0 0.1236
H 2.1656 -0.3056 0.4061 0.0 0.1 0.0 0.1166
H -3.4266 0.1158 1.7154 0.1 0.0 -0.3 0.0671
```
Positions in Å, forces in eV/Å.

***

Record 2
Here is 5 unconnected molecules or ions with the total composition C4H17NO6 at a distorted geometry from the Open Molecules 2025 dataset. Energies are from ωB97M-V/def2-TZVPD.

Output
SMILES = CCCNC(=O)O.O.O.O.O
LUMO energy = 0.31 eV
HOMO = -9.7 eV
total energy = -18196.384 eV
spin multiplicity = 1

Geometry as XYZ:
```
28
Properties=species:S:1:pos:R:3:forces:R:3:lowdin_charge:R:1
O -2.1105 1.3402 -1.9845 2.0 -8.6 -2.3 -0.0326
O 1.1055 1.9052 0.3597 -1.7 0.3 4.5 -0.0620
O 1.6158 -3.2057 -0.9342 -1.2 1.0 0.8 0.0867
O 1.6886 1.7880 -2.3716 8.1 -4.5 1.7 0.0242
O 3.9705 0.4778 -0.4612 0.1 0.3 1.8 -0.0324
O 2.0493 -1.2832 0.2151 -2.9 1.6 -1.1 -0.0220
N -0.2121 -1.9395 -0.0535 1.6 -2.2 -2.4 0.0355
C 1.1494 -2.2514 -0.3532 0.2 1.5 1.2 -0.5026
C -2.4654 -0.2004 2.2307 -6.4 -0.4 -1.8 -0.1130
C -2.1860 -0.4890 0.7738 1.8 -3.2 0.5 -0.2278
C -0.6382 -0.7611 0.6230 1.5 1.0 2.7 -0.2137
H -2.3879 1.9787 -1.4735 -2.3 5.4 4.3 -0.0734
H -0.8557 -2.6860 -0.3182 0.3 0.6 0.1 0.1449
H -2.2265 0.4616 -1.3898 0.5 3.3 -2.3 0.0948
H -3.2100 -0.9931 2.6601 1.0 1.4 -0.8 0.1112
H -0.0353 0.1008 0.2578 -1.1 -0.3 0.0 0.0747
H 1.6040 -0.3028 0.2401 1.6 -3.2 0.1 0.1224
H 3.8983 -0.4723 -0.5112 -0.2 -0.4 -0.2 0.0253
H 0.8965 2.0578 -2.5112 -8.4 3.0 -1.5 -0.0748
H -3.0965 0.7047 1.9970 0.7 -0.3 2.3 0.0905
H 1.3748 2.3025 1.2623 -0.6 -1.1 -2.2 0.1189
H 1.7929 2.1212 -0.2023 2.4 0.7 -2.2 -0.0356
H -2.7217 0.2983 0.2509 0.7 -0.3 -0.8 0.0697
H 1.5903 0.8057 -2.2432 0.3 1.5 -0.2 0.0874
H -2.6693 -1.4847 0.5883 0.2 0.9 -0.5 0.1184
H 4.0024 0.8479 -1.3153 0.1 0.4 -1.7 0.0062
H -0.1643 -0.9242 1.7193 -1.4 0.8 -1.9 0.1604
H -1.7586 -0.1972 2.9448 2.9 0.9 1.9 0.0187
```
Positions in Å, forces in eV/Å.

***

Record 3
Here is a molecular structure, C14H23N2PReS at a distorted geometry from the Open Molecules 2025 dataset. Energies are from ωB97M-V/def2-TZVPD.

Output
LUMO energy (spin up / spin down) = -8.16 / -10.15 eV
net charge = +2
HOMO (spin up / spin down) = -14.7 / -15.1 eV
total energy = -40104.596 eV
spin multiplicity = 4

Geometry as XYZ:
```
42
Properties=species:S:1:pos:R:3:forces:R:3:lowdin_charge:R:1
Re 0.6182 0.9076 0.3982 5.9 2.5 -3.5 1.2937
S -1.1413 -2.0016 -0.4813 0.0 0.7 0.3 1.0059
P -0.8970 2.3212 -0.3567 -3.6 3.2 -3.5 0.6753
N -0.2387 -0.2790 1.5577 -2.0 -3.1 0.1 -0.1258
N 2.8319 0.9352 0.1614 -0.8 0.6 0.0 -0.3844
C -0.8222 4.1309 -0.7011 0.5 -0.2 0.6 -0.2317
C 1.0231 0.0604 -4.5923 -0.2 0.0 0.1 -0.0242
C -0.5094 -0.7240 0.2880 -0.2 -1.7 1.9 -0.9191
C 1.9102 -0.3081 -2.3568 -0.2 0.1 -0.1 -0.2606
C 3.3133 -0.4593 -0.1104 -0.1 0.2 -0.2 -0.1592
C 2.9689 -0.9859 -1.5213 0.6 -0.6 0.1 -0.1281
C 3.3723 1.9108 -0.8486 0.3 0.2 -0.2 -0.0325
C 1.9690 -0.5128 -3.7474 -0.1 0.1 0.2 -0.0119
C 3.2399 1.3571 1.5442 -0.3 -0.2 0.2 -0.0587
C -0.1249 0.9800 -2.6724 0.1 -0.2 -0.3 -0.3137
C -1.3040 1.7090 -2.0952 0.1 0.0 0.7 -0.2321
C -0.0417 0.7855 -4.0532 0.1 0.0 0.3 -0.0140
C 0.8729 0.4703 -1.8315 -0.1 0.3 1.0 -0.1730
C -2.5529 2.2152 0.4125 0.3 -0.4 0.8 -0.2048
H 4.2375 2.4219 -0.4043 -0.2 -0.3 -0.3 0.1053
H -0.5006 4.6320 0.2202 -0.1 0.1 -0.3 0.0598
H -1.5864 2.5847 -2.7001 0.0 -0.3 0.2 0.1123
H 2.6152 2.6572 -1.1017 0.3 -0.2 0.0 0.0712
H 0.9599 2.8740 0.2022 -0.2 -2.3 1.0 0.0748
H -3.2060 2.9802 -0.0202 0.2 -0.1 0.0 0.0739
H 4.0617 2.0781 1.4900 -0.2 -0.3 0.2 0.1078
H 2.7678 -1.1378 -4.1598 -0.2 0.3 0.1 0.1342
H 3.5109 0.4798 2.1420 0.0 0.2 -0.2 0.1064
H 2.8961 -1.1136 0.6664 0.0 0.2 -0.1 0.1211
H 4.4064 -0.4468 0.0461 -0.4 -0.1 -0.1 0.1525
H -0.5704 -0.7807 2.3872 -0.1 0.6 0.1 0.1295
H -2.4496 2.3898 1.4904 -0.3 0.0 -0.2 0.0637
H -0.8270 1.2164 -4.6774 0.3 -0.2 0.0 0.1317
H 2.3805 1.8463 2.0227 0.2 0.1 0.1 0.0596
H 3.6678 1.3795 -1.7580 -0.1 0.2 0.3 0.1034
H 1.1034 -0.0608 -5.6709 0.0 -0.1 0.3 0.1263
H -0.0889 4.3101 -1.4975 -0.1 0.0 0.2 0.0675
H -1.8098 4.4997 -1.0057 0.3 -0.2 0.0 0.0696
H 3.9012 -1.0167 -2.1111 -0.4 0.0 0.2 0.1317
H 2.6826 -2.0453 -1.3780 0.1 0.4 -0.2 0.1375
H -2.1910 1.0583 -1.9869 0.3 0.2 -0.2 0.1045
H -2.9803 1.2229 0.2340 0.1 0.1 0.2 0.0548
```
Positions in Å, forces in eV/Å.

***

Record 4
Here is a molecular structure, C6H32NO11 at a distorted geometry from the Open Molecules 2025 dataset. Energies are from ωB97M-V/def2-TZVPD.

Output
LUMO energy = 2.75 eV
net charge = -1
HOMO = -6.5 eV
total energy = -30754.347 eV
spin multiplicity = 1

Geometry as XYZ:
```
50
Properties=species:S:1:pos:R:3:forces:R:3:lowdin_charge:R:1
O 1.6346 0.5527 1.3452 -0.8 -0.8 -0.6 -0.2812
O 1.5273 -3.7588 3.0747 -1.0 0.7 1.0 -0.0867
O 0.9278 -3.0339 -0.7879 -0.1 0.1 0.2 -0.0671
O -1.5124 4.7701 -0.1140 0.4 -0.1 0.4 -0.0676
O 2.8223 0.6690 -3.5272 0.5 -1.0 -0.8 -0.0967
O 2.9233 2.4566 2.2781 0.9 0.5 -1.0 -0.1114
O 0.2584 -1.0474 -2.6768 -1.6 -0.1 0.9 -0.1128
O -1.8926 -1.1280 -4.3302 -0.9 0.0 -0.8 -0.0697
O 1.6943 3.7471 -0.3986 0.2 0.7 -4.3 -0.0161
O 1.9660 0.0430 -1.0365 -0.3 0.4 0.6 -0.2620
O 2.7990 -1.5192 2.3410 -0.6 -0.1 0.3 -0.0837
N -0.9340 1.0255 -0.6250 -0.7 0.1 1.4 0.0800
C -0.7558 0.3069 0.6564 2.6 -0.5 0.1 -0.3609
C -2.9297 -2.2065 1.1633 0.1 1.1 -1.0 -0.0448
C -2.0280 0.1381 1.4192 -0.5 0.6 1.5 -0.1705
C -3.0480 -0.7270 0.7522 -0.7 -0.1 -0.1 -0.3574
C 0.3343 1.0978 1.4869 -0.1 -0.5 -1.5 -0.2010
C -4.0087 -0.3013 -0.0605 -1.3 -0.8 -1.0 0.0221
H -4.2125 0.5766 -0.6653 0.8 0.9 0.9 0.0569
H -1.8954 -0.3490 2.4110 0.7 0.0 -0.6 0.1263
H 1.9591 -4.3003 2.4410 0.6 -0.5 -0.9 -0.0021
H 0.0334 1.1370 2.5526 0.3 0.5 -0.5 0.1308
H 1.7132 -2.8374 2.8002 0.4 -0.7 0.1 -0.0128
H 2.3790 -0.7593 -0.7011 0.2 -0.3 -0.2 0.0281
H -0.1171 0.9151 -1.2015 -0.1 -0.2 -0.3 0.0409
H -1.1844 -1.7201 -4.0926 0.2 0.0 0.4 -0.0010
H -1.7838 0.6929 -1.0498 0.1 -0.2 -0.6 0.0466
H -2.1874 4.5761 -0.7548 -0.4 -0.1 -0.4 0.0152
H -0.2354 -0.6875 0.5111 -0.8 0.6 0.0 0.1400
H 2.6796 1.5627 -3.8260 -0.4 0.2 0.6 0.0126
H 0.8044 -1.2708 -3.4242 1.0 0.4 0.2 0.0472
H -3.2734 -2.2975 2.1874 0.3 -0.4 0.2 0.0774
H 0.4744 -2.2407 -1.1262 0.2 -0.5 -0.2 -0.0121
H 2.7165 1.4993 2.2858 -0.3 0.6 -0.1 -0.0005
H 2.1663 -0.7574 2.2252 0.9 -0.1 -0.6 0.0261
H -1.9757 -0.5375 -3.5819 0.3 0.0 0.2 0.0102
H 1.8151 0.4860 0.1841 -0.1 -0.6 0.7 0.0496
H 3.7001 -1.2090 2.2801 0.0 0.3 0.0 0.0437
H 2.4533 0.4241 -2.6501 0.0 0.9 0.2 -0.0281
H -1.8726 -2.4451 1.0165 0.1 -0.1 0.7 0.0737
H -2.3680 1.1349 1.7930 -0.3 -0.4 -1.0 0.1374
H 1.6820 2.8367 -0.6771 0.0 -0.5 1.2 0.0244
H -3.4430 -2.8913 0.4902 -0.4 0.2 0.1 0.0716
H 0.4033 2.0058 0.8693 -0.7 0.7 1.4 0.0848
H 2.9991 2.5897 1.2955 0.0 -0.1 1.5 0.0321
H 0.7228 -0.6250 -1.8915 1.0 -0.1 -1.3 -0.0121
H 1.6799 4.1070 0.4381 -0.1 -0.3 3.0 -0.0008
H -4.8348 -0.9619 -0.3285 0.5 -0.7 0.0 0.0513
H -1.0055 3.9461 -0.0797 0.1 0.1 0.0 0.0029
H 0.2294 -3.6848 -0.6908 0.0 -0.1 0.1 0.0271
```
Positions in Å, forces in eV/Å.

***

Q: What is the total energy in the second record?
A: -18196.384 eV